Entry 1:
DFT (wB97M-V/def2-TZVPD) results for C25H34ClF4N2O2PTi as an isolated structure.

Output
LUMO (alpha / beta) in eV: 0.5 / 0.0
Frontier orbital gap (alpha / beta) in eV: 6.6 / 7.6
Electronic energy in eV: -89349.66633
ΔE to the lowest compared entry with this formula, charge and spin in kJ/mol: 22.12
Multiplicity: 3
Max |F| in eV/A: 1.359
<S²>: 2.03
HOMO energy (alpha / beta) in eV: -6.10 / -7.64

Geometry as XYZ:
```
70
Properties=species:S:1:pos:R:3:mulliken_charge:R:1
Ti -0.367 -0.302 -0.066 -0.59
C -0.731 1.047 -3.233 -1.03
C -1.428 1.941 -2.220 -0.66
N -1.877 1.230 -0.993 0.44
C -3.303 0.849 -1.099 -0.94
C -3.613 -0.102 -2.237 -1.29
C -1.718 2.100 0.196 -0.68
C -0.242 2.498 0.424 -1.35
N 0.640 1.489 -0.174 1.14
C 1.946 1.807 -0.426 0.00
C 2.695 0.971 -1.268 -0.17
F 2.085 -0.109 -1.829 -0.31
C 4.012 1.197 -1.593 0.25
F 4.615 0.330 -2.426 -0.32
C 4.706 2.286 -1.101 -0.66
C 3.994 3.124 -0.272 0.26
F 4.593 4.203 0.257 -0.32
C 2.669 2.903 0.063 0.36
F 2.106 3.776 0.927 -0.33
H -0.119 1.655 -3.901 0.40
H -0.040 0.341 -2.761 -0.07
H -1.430 0.474 -3.839 0.31
H -0.754 2.740 -1.924 0.52
H -2.303 2.419 -2.674 0.51
H -3.588 0.401 -0.148 0.43
H -3.891 1.769 -1.213 0.60
H -2.942 -0.961 -2.234 0.16
H -4.632 -0.475 -2.120 0.43
H -3.559 0.389 -3.208 0.36
H -2.335 3.002 0.100 0.52
H -2.112 1.542 1.050 0.30
H -0.060 3.482 -0.013 0.68
H -0.087 2.593 1.502 0.45
H 5.738 2.473 -1.353 0.50
Cl -3.766 -1.929 6.117 -0.24
C -2.685 -1.451 4.830 0.17
C -1.484 -0.818 5.145 -0.81
C -0.635 -0.444 4.116 -0.75
C -0.949 -0.677 2.782 0.14
O -0.082 -0.294 1.833 -0.25
C -2.176 -1.328 2.461 2.14
C -2.599 -1.635 1.145 -1.16
O -1.871 -1.394 0.052 0.06
C -3.028 -1.704 3.529 -1.56
H -1.228 -0.626 6.177 0.43
H 0.305 0.050 4.332 0.49
H -3.555 -2.127 0.995 0.28
H -3.963 -2.203 3.306 0.42
C 3.552 -3.298 1.187 -1.39
C 2.554 -2.149 1.068 -0.42
P 1.015 -2.479 0.136 1.19
C 0.205 -3.791 1.110 -0.48
C -0.874 -4.563 0.351 -1.35
C 1.591 -3.313 -1.392 -1.00
C 0.598 -3.260 -2.555 -0.98
H 4.447 -2.968 1.716 0.44
H 3.869 -3.665 0.210 0.31
H 3.142 -4.141 1.745 0.32
H 3.024 -1.284 0.592 0.26
H 2.226 -1.800 2.050 0.25
H -0.211 -3.312 2.000 0.22
H 0.984 -4.477 1.450 0.60
H -1.561 -3.901 -0.176 0.17
H -1.460 -5.172 1.040 0.38
H -0.427 -5.237 -0.381 0.37
H 1.851 -4.349 -1.157 0.61
H 2.519 -2.812 -1.678 0.53
H -0.196 -3.998 -2.442 0.30
H 1.098 -3.451 -3.505 0.39
H 0.115 -2.283 -2.643 -0.01
```


Entry 2:
DFT (wB97M-V/def2-TZVPD) results for C25H34FeN2O5P as an isolated structure.

Output
LUMO (alpha / beta) in eV: -1.5 / 0.4
Frontier orbital gap (alpha / beta) in eV: 7.1 / 9.1
Electronic energy in eV: -83372.19117
ΔE to the lowest compared entry with this formula, charge and spin in kJ/mol: 64.55
Multiplicity: 2
Max |F| in eV/A: 1.607
<S²>: 1.18
HOMO energy (alpha / beta) in eV: -8.62 / -8.75

Geometry as XYZ:
```
68
Properties=species:S:1:pos:R:3:mulliken_charge:R:1
Fe 0.303 1.622 -0.069 0.46
N -0.279 3.511 -0.396 -0.30
C -0.812 4.144 0.808 -0.32
C 0.222 3.904 1.873 0.46
O 0.527 4.685 2.742 -0.66
N 0.784 2.640 1.745 0.14
C 2.204 2.549 1.993 -0.72
C 2.938 2.500 0.631 0.73
O 4.111 2.800 0.552 -0.70
O 2.165 2.104 -0.349 -0.78
H 0.505 4.043 -0.762 0.33
H -0.976 3.420 -1.130 0.36
H -1.724 3.619 1.092 0.07
H -1.018 5.206 0.708 0.47
H 2.430 1.607 2.493 0.07
H 2.588 3.392 2.562 0.47
O -1.532 1.232 0.725 -0.74
C -2.159 1.187 -0.374 0.65
O -1.541 1.325 -1.454 -0.72
C -3.633 0.965 -0.364 0.43
C -4.358 1.091 -1.544 -0.15
C -5.729 0.884 -1.540 -0.82
C -6.374 0.540 -0.359 -0.35
C -5.651 0.406 0.819 -0.94
C -4.282 0.623 0.819 -0.01
H -3.833 1.343 -2.457 0.48
H -6.295 0.986 -2.457 0.41
H -7.444 0.374 -0.357 0.40
H -6.155 0.134 1.738 0.41
H -3.701 0.533 1.728 0.50
C 0.161 -3.507 -0.352 -1.73
C -0.402 -2.083 -0.441 2.42
C -1.237 -1.942 -1.722 -1.77
C -1.312 -1.919 0.788 -1.69
P 0.917 -0.736 -0.358 0.96
C 1.839 -1.295 1.112 0.77
C 2.855 -2.250 1.110 -0.37
C 3.452 -2.650 2.295 -0.79
C 3.029 -2.117 3.506 -0.79
C 2.005 -1.182 3.525 -0.68
C 1.421 -0.771 2.335 -1.34
C 2.030 -0.840 -1.878 2.04
C 3.444 -0.319 -1.568 -1.67
C 1.386 0.106 -2.907 -1.74
C 2.192 -2.215 -2.530 -1.90
H -0.686 -4.198 -0.325 0.55
H 0.731 -3.654 0.566 0.40
H 0.782 -3.793 -1.194 0.27
H -2.088 -2.626 -1.658 0.54
H -0.671 -2.211 -2.615 0.25
H -1.621 -0.936 -1.855 0.18
H -2.100 -2.675 0.723 0.57
H -1.778 -0.941 0.860 0.14
H -0.761 -2.096 1.716 0.33
H 3.185 -2.695 0.181 0.23
H 4.248 -3.384 2.273 0.46
H 3.496 -2.432 4.430 0.39
H 1.665 -0.764 4.463 0.46
H 0.625 -0.034 2.352 0.68
H 3.441 0.679 -1.147 0.24
H 3.993 -0.286 -2.514 0.56
H 3.992 -0.979 -0.897 0.33
H 1.297 1.119 -2.515 0.08
H 0.396 -0.227 -3.222 0.30
H 2.030 0.152 -3.791 0.54
H 2.653 -2.947 -1.868 0.22
H 2.856 -2.092 -3.390 0.55
H 1.254 -2.625 -2.904 0.41
```


Entry 3:
DFT (wB97M-V/def2-TZVPD) results for C25H34InO3 as an isolated structure.

Output
LUMO in eV: -14.0
Frontier orbital gap in eV: 2.9
Electronic energy in eV: -37749.73375
Multiplicity: 1
Max |F| in eV/A: 5.795
Charge: +3
HOMO energy in eV: -16.86

Geometry as XYZ:
```
63
Properties=species:S:1:pos:R:3:mulliken_charge:R:1
C 5.938 0.394 1.799 -1.13
C 5.020 -0.276 0.662 0.74
C 5.438 -0.052 -0.824 -0.45
C 4.543 -0.658 -1.948 -0.64
C 3.223 -1.487 -1.667 0.31
C 2.431 -2.003 -2.953 -0.70
C 0.839 -2.214 -2.690 0.37
O 0.444 -3.412 -2.792 -0.46
O -0.035 -1.115 -2.418 -0.39
C -0.720 -1.295 -1.134 0.09
C -0.384 -0.092 -0.108 1.10
C -0.017 1.285 -0.798 0.10
C 1.456 1.801 -1.107 0.23
C 1.701 3.188 -1.745 -0.70
C 0.512 4.136 -2.098 -0.18
C -0.984 3.661 -1.826 0.36
C -2.274 4.576 -2.146 -1.09
C -1.209 2.245 -1.179 -0.15
O -2.121 -1.318 -1.417 -0.23
C -2.845 -2.285 -0.613 -0.63
C -3.813 -1.584 0.519 0.36
C -4.129 -0.108 -0.025 -1.11
C -2.994 -1.654 1.897 -0.72
C -3.412 -0.582 3.017 0.27
C -2.019 0.127 3.503 -1.06
C -4.058 -1.223 4.355 -1.30
C 2.837 -1.737 -0.182 -0.43
C 3.734 -1.128 0.953 -0.52
H 5.271 0.840 2.619 0.33
H 6.470 1.287 1.292 0.35
H 6.732 -0.317 2.225 0.32
H 6.387 0.566 -1.084 0.14
H 4.866 -0.491 -3.043 0.35
H 2.911 -2.950 -3.390 0.41
H 2.500 -1.209 -3.794 0.38
H -0.302 -2.258 -0.684 0.58
H 0.517 -0.435 0.526 0.32
H -1.237 0.137 0.640 -0.91
H 2.351 1.149 -0.831 0.15
H 2.780 3.546 -1.926 0.39
H 0.688 5.183 -2.541 0.45
H -2.349 4.867 -3.253 0.37
H -2.201 5.550 -1.528 0.37
H -3.241 4.060 -1.780 0.34
H -2.316 1.977 -1.000 -0.03
H -3.569 -2.832 -1.339 0.40
H -2.192 -3.109 -0.155 0.24
H -4.762 -2.226 0.537 0.56
H -5.106 0.232 0.498 0.42
H -3.319 0.614 0.345 0.12
H -4.341 -0.041 -1.146 0.34
H -1.842 -1.632 1.760 0.14
H -3.206 -2.701 2.351 0.45
H -4.120 0.245 2.676 0.27
H -1.243 -0.707 3.696 0.28
H -1.593 0.802 2.683 0.09
H -2.169 0.727 4.465 0.42
H -3.293 -1.877 4.899 0.32
H -5.021 -1.768 4.071 0.36
H -4.355 -0.321 5.019 0.39
H 1.901 -2.334 0.072 0.67
H 3.421 -1.309 2.043 0.41
In 7.881 -0.457 -1.957 0.81
```


Entry 4:
DFT (wB97M-V/def2-TZVPD) results for C25H34MnN9O2 as an isolated structure.

Output
LUMO (alpha / beta) in eV: -2.5 / -3.1
Frontier orbital gap (alpha / beta) in eV: 6.5 / 7.1
Electronic energy in eV: -75296.10274
ΔE to the lowest compared entry with this formula, charge and spin in kJ/mol: 25.90
Multiplicity: 6
Max |F| in eV/A: 0.708
<S²>: 8.86
Charge: +1
HOMO energy (alpha / beta) in eV: -8.97 / -10.12

Geometry as XYZ:
```
71
Properties=species:S:1:pos:R:3:mulliken_charge:R:1
Mn -0.532 2.051 -0.474 0.36
C 1.712 -7.476 0.845 -0.83
O 0.371 -7.470 0.387 -0.42
C -0.474 -6.555 0.915 0.92
C -0.105 -5.584 1.842 -0.43
C -1.049 -4.689 2.317 -0.73
C -2.374 -4.748 1.868 0.22
C -2.740 -5.753 0.950 -0.11
C -1.804 -6.633 0.472 -0.65
N -3.356 -3.871 2.258 -0.67
N -3.021 -2.877 3.032 -0.45
C -2.565 -1.707 2.562 -0.36
C -2.081 -0.790 3.513 -0.54
C -1.404 0.364 3.159 -0.80
C -1.203 0.696 1.820 0.93
O -0.528 1.750 1.429 -0.46
C -1.788 -0.154 0.827 0.90
N -1.646 0.267 -0.469 -0.42
C -2.212 -0.444 -1.429 0.10
C -2.975 -1.583 -1.182 -1.35
C -3.118 -2.021 0.114 -0.24
C -2.493 -1.330 1.165 0.09
H 2.203 -8.294 0.326 0.24
H 1.760 -7.649 1.922 0.35
H 2.216 -6.537 0.601 0.34
H 0.909 -5.523 2.208 0.38
H -0.768 -3.950 3.053 0.44
H -3.772 -5.811 0.629 0.45
H -2.065 -7.403 -0.240 0.43
H -2.213 -1.047 4.555 0.46
H -1.004 1.019 3.921 0.48
H -2.070 -0.108 -2.450 0.43
H -3.439 -2.106 -2.005 0.42
H -3.720 -2.890 0.336 0.72
N -0.717 2.374 -2.581 -0.22
C -0.903 3.739 -3.143 -0.51
C -2.020 4.496 -2.442 -0.85
C -1.668 4.952 -1.032 -0.46
N -1.756 3.823 -0.090 -0.42
H 0.051 1.924 -3.074 0.22
H -1.538 1.831 -2.838 0.26
H -1.112 3.671 -4.213 0.44
H 0.037 4.280 -3.028 0.31
H -2.921 3.872 -2.410 0.33
H -2.277 5.367 -3.045 0.37
H -2.312 5.780 -0.727 0.40
H -0.638 5.318 -1.011 0.23
H -2.723 3.517 -0.021 0.27
H -1.496 4.105 0.852 0.26
C 2.181 3.347 -1.300 -0.82
N 3.627 3.386 -1.302 0.09
C 4.092 3.548 0.079 -0.66
N 3.627 2.456 0.930 0.14
C 2.180 2.424 0.920 -0.99
N 1.635 2.238 -0.469 1.50
C 2.218 0.964 -0.990 -0.90
N 3.665 0.980 -0.989 0.07
C 4.127 2.103 -1.807 -0.72
C 4.131 1.196 0.386 -0.70
H 1.833 3.217 -2.327 0.16
H 1.792 4.291 -0.907 0.10
H 3.723 4.497 0.473 0.34
H 5.182 3.568 0.083 0.34
H 1.781 3.358 1.318 0.22
H 1.813 1.608 1.537 0.29
H 1.859 0.807 -2.012 0.19
H 1.856 0.147 -0.361 0.21
H 3.791 1.964 -2.838 0.33
H 5.217 2.123 -1.797 0.35
H 5.221 1.217 0.387 0.33
H 3.794 0.370 1.014 0.34
```


Q: The lowest multiplicity belongs to which entry?
A: C25H34InO3


Q: Which formula does entry 4 have?
A: C25H34MnN9O2


Q: Which of these has the lowest electronic energy?
A: C25H34ClF4N2O2PTi